A molecular structure, C46H38N2P3ReS3 at a distorted geometry. Source: the OMol25 dataset; level of theory: ωB97M-V/def2-TZVPD.

Summary:
- calculated total energy (hartree) = -4181.987809
- HOMO (alpha / beta) (eV) = -9.590 / -10.310
- relative energy (zero: lowest compared OMol25 entry of this formula, charge and spin) (eV) = 0.760
- molar mass (g mol⁻¹) = 994.15
- total charge = +1
- LUMO level (alpha / beta) (eV) = -2.21 / -2.91
- multiplicity = 4
- <S²> = 3.776

Cartesian coordinates (Å):
Re: 0.376 -0.779 1.293
S: 2.781 -0.288 0.702
P: 2.124 1.653 0.791
C: 0.509 1.440 1.444
P: -0.926 1.774 0.497
S: -2.002 0.118 1.055
C: -1.869 3.238 0.982
C: -1.363 4.132 1.916
C: -2.163 5.164 2.375
C: -3.458 5.298 1.899
C: -3.957 4.410 0.958
C: -3.166 3.377 0.495
C: -0.737 1.820 -1.314
C: -0.355 0.648 -1.957
C: -0.132 0.653 -3.320
C: -0.287 1.827 -4.040
C: -0.643 3.000 -3.393
C: -0.862 3.007 -2.026
C: 2.426 2.552 -0.749
C: 2.136 3.913 -0.751
C: 2.352 4.648 -1.899
C: 2.845 4.025 -3.036
C: 3.123 2.668 -3.030
C: 2.905 1.920 -1.887
C: 3.111 2.521 2.034
C: 4.360 3.045 1.720
C: 5.099 3.681 2.702
C: 4.590 3.791 3.989
C: 3.359 3.239 4.306
C: 2.616 2.604 3.329
H: -0.346 4.016 2.268
H: -1.784 5.860 3.108
H: -4.087 6.092 2.269
H: -4.966 4.520 0.592
H: -3.539 2.676 -0.239
H: -0.231 -0.266 -1.384
H: 0.155 -0.258 -3.824
H: -0.134 1.826 -5.109
H: -0.759 3.910 -3.964
H: -1.137 3.924 -1.521
H: 1.757 4.384 0.148
H: 2.147 5.707 -1.908
H: 3.015 4.606 -3.929
H: 3.520 2.197 -3.917
H: 3.122 0.861 -1.864
H: 4.739 2.956 0.711
H: 6.071 4.093 2.469
H: 5.155 4.313 4.748
H: 2.976 3.306 5.314
H: 1.643 2.184 3.554
N: 0.140 -2.130 0.014
P: -0.715 -3.287 -0.643
C: -1.598 -4.299 0.577
C: -2.563 -5.209 0.157
C: -3.206 -6.003 1.089
C: -2.877 -5.899 2.433
C: -1.918 -4.988 2.851
C: -1.281 -4.182 1.923
C: -1.985 -2.643 -1.778
C: -1.772 -2.576 -3.149
C: -2.693 -1.924 -3.949
C: -3.820 -1.350 -3.383
C: -4.039 -1.431 -2.017
C: -3.120 -2.072 -1.209
C: 0.387 -4.394 -1.564
C: 0.389 -5.774 -1.428
C: 1.235 -6.530 -2.222
C: 2.064 -5.914 -3.145
C: 2.084 -4.532 -3.252
C: 1.262 -3.769 -2.446
H: -2.804 -5.287 -0.895
H: -3.964 -6.704 0.773
H: -3.375 -6.527 3.158
H: -1.670 -4.910 3.900
H: -0.531 -3.448 2.220
H: -0.902 -3.045 -3.588
H: -2.527 -1.861 -5.013
H: -4.530 -0.832 -4.007
H: -4.921 -0.988 -1.578
H: -3.273 -2.125 -0.140
H: -0.258 -6.251 -0.706
H: 1.240 -7.604 -2.126
H: 2.700 -6.512 -3.779
H: 2.733 -4.056 -3.969
H: 1.291 -2.688 -2.472
S: 1.460 -1.290 5.693
C: 0.173 -0.158 5.576
C: -0.129 0.095 4.281
N: 0.634 -0.593 3.384
C: 1.515 -1.356 3.987
H: -0.281 0.241 6.458
H: -0.887 0.775 3.930
H: 2.223 -1.970 3.453

=====

2 unconnected molecules or ions with the total composition C3H9N2 at a distorted geometry. Source: the OMol25 dataset; level of theory: ωB97M-V/def2-TZVPD.

Summary:
- calculated total energy (hartree) = -228.823242
- HOMO (alpha / beta) (eV) = -13.062 / -13.866
- relative energy (zero: lowest compared OMol25 entry of this formula, charge and spin) (eV) = 4.451
- molar mass (g mol⁻¹) = 73.12
- total charge = +1
- LUMO level (alpha / beta) (eV) = -6.56 / -5.78
- multiplicity = 1

Cartesian coordinates (Å):
C: -1.327 0.111 -0.051
C: 2.264 0.532 -0.173
C: 1.532 -0.730 0.130
N: -2.129 -0.598 -0.850
N: -1.804 0.772 1.007
H: 3.319 0.198 -0.346
H: 2.474 1.355 0.588
H: 1.993 0.983 -1.061
H: 1.563 -1.419 -0.725
H: 0.944 -0.966 0.986
H: -1.661 -1.223 -1.562
H: -3.213 -0.706 -0.884
H: -1.127 1.096 1.664
H: -2.829 0.593 1.278

=====

A molecular structure, H6KO3. Source: the OMol25 dataset; level of theory: ωB97M-V/def2-TZVPD.

Summary:
- calculated total energy (hartree) = -829.044868
- HOMO (eV) = -14.312
- relative energy (zero: lowest compared OMol25 entry of this formula, charge and spin) (eV) = 1.341
- molar mass (g mol⁻¹) = 93.14
- total charge = +1
- LUMO level (eV) = -4.32
- multiplicity = 1

Cartesian coordinates (Å):
K: 2.052 -1.297 1.776
O: -2.711 -1.844 3.092
H: -3.236 -1.163 3.512
H: -3.311 -2.263 2.475
O: 3.118 0.912 -2.585
H: 3.170 0.147 -3.158
H: 3.500 1.623 -3.099
O: -0.948 1.441 -0.319
H: -0.426 1.849 -1.010
H: -1.209 0.595 -0.684

=====

A molecular structure, C35H60N5O4PS2Se2Si2Ti at a distorted geometry. Source: the OMol25 dataset; level of theory: ωB97M-V/def2-TZVPD.

Summary:
- calculated total energy (hartree) = -9313.874561
- HOMO (alpha / beta) (eV) = -0.902 / -1.804
- relative energy (zero: lowest compared OMol25 entry of this formula, charge and spin) (eV) = 0.213
- molar mass (g mol⁻¹) = 971.96
- total charge = -2
- LUMO level (alpha / beta) (eV) = 3.98 / 3.97
- multiplicity = 3
- <S²> = 2.014

Cartesian coordinates (Å):
Ti: -0.741 -0.537 -0.273
C: 4.690 0.191 0.947
C: 3.759 0.089 2.157
C: 3.616 -1.363 2.604
C: 4.294 0.950 3.299
O: 2.493 0.553 1.719
Si: 1.247 1.245 2.531
S: -0.445 1.328 1.359
O: 1.701 2.780 3.006
C: 1.816 3.970 2.234
C: 0.457 4.655 2.152
C: 2.799 4.851 3.005
C: 2.359 3.674 0.841
O: 1.215 0.445 3.967
C: 0.574 0.696 5.208
C: 1.346 1.774 5.966
C: -0.872 1.115 4.982
C: 0.623 -0.624 5.973
H: 5.628 -0.340 1.132
H: 4.916 1.234 0.718
H: 4.194 -0.232 0.079
H: 4.564 -1.727 3.015
H: 3.331 -1.992 1.765
H: 2.834 -1.449 3.358
H: 5.323 0.658 3.529
H: 3.686 0.830 4.196
H: 4.281 2.004 3.019
H: 0.068 4.832 3.157
H: -0.253 4.033 1.610
H: 0.548 5.615 1.639
H: 2.448 4.999 4.027
H: 2.905 5.826 2.523
H: 3.781 4.376 3.045
H: 1.677 3.051 0.261
H: 3.309 3.142 0.911
H: 2.525 4.608 0.299
H: 1.423 2.683 5.373
H: 2.356 1.425 6.194
H: 0.841 2.001 6.908
H: -0.928 2.028 4.387
H: -1.367 1.296 5.940
H: -1.408 0.328 4.454
H: 1.657 -0.971 6.027
H: 0.025 -1.381 5.472
H: 0.247 -0.493 6.992
Se: 1.538 0.121 -1.628
P: -0.058 1.304 -3.437
Se: -1.939 1.254 -2.302
C: -0.216 0.026 -4.772
C: -1.422 -0.245 -5.418
C: -1.494 -1.213 -6.407
C: -0.352 -1.928 -6.766
C: 0.854 -1.660 -6.133
C: 0.917 -0.692 -5.136
C: -0.159 2.769 -4.569
C: -1.184 3.710 -4.526
C: -1.153 4.827 -5.351
C: -0.101 5.021 -6.234
C: 0.932 4.092 -6.278
C: 0.904 2.986 -5.446
H: -2.303 0.309 -5.114
H: -2.436 -1.405 -6.910
H: -0.407 -2.686 -7.539
H: 1.746 -2.216 -6.398
H: 1.842 -0.520 -4.596
H: -1.999 3.560 -3.829
H: -1.959 5.551 -5.299
H: -0.079 5.894 -6.876
H: 1.768 4.238 -6.952
H: 1.727 2.280 -5.468
C: 0.605 -3.504 -3.311
N: -0.811 -3.271 -3.550
C: -1.512 -2.400 -2.776
N: -2.788 -2.081 -3.181
O: -1.025 -1.931 -1.747
H: 1.100 -3.587 -4.277
H: 0.762 -4.416 -2.736
H: 1.021 -2.657 -2.765
H: -1.162 -3.422 -4.482
H: -2.923 -2.097 -4.181
H: -3.049 -1.175 -2.791
S: -0.349 -2.379 2.095
C: -1.531 -2.175 3.272
N: -2.327 -2.082 4.114
C: -0.510 -5.400 0.465
C: 0.836 -4.901 0.080
N: 1.109 -3.677 -0.274
C: 2.463 -3.632 -0.492
C: 3.018 -4.853 -0.266
N: 1.963 -5.668 0.099
H: -1.264 -4.778 -0.014
H: -0.657 -5.292 1.541
H: -0.656 -6.441 0.167
H: 2.932 -2.717 -0.808
H: 4.028 -5.216 -0.320
H: 2.014 -6.625 0.396
C: -5.829 -0.183 0.572
Si: -4.072 0.485 0.872
C: -4.059 2.194 0.082
C: -3.919 0.780 2.716
C: -2.863 -0.756 0.217
H: -6.587 0.517 0.930
H: -5.973 -1.135 1.086
H: -6.001 -0.351 -0.493
H: -4.759 2.811 0.656
H: -4.374 2.201 -0.962
H: -3.073 2.655 0.131
H: -4.803 1.319 3.069
H: -3.040 1.396 2.909
H: -3.807 -0.140 3.289
H: -3.348 -1.250 -0.636
H: -2.803 -1.521 1.011

=====

A molecular structure, C41H62BN6PS3W. Source: the OMol25 dataset; level of theory: ωB97M-V/def2-TZVPD.

Summary:
- calculated total energy (hartree) = -3554.584314
- HOMO (eV) = -19.143
- relative energy (zero: lowest compared OMol25 entry of this formula, charge and spin) (eV) = 0.000
- molar mass (g mol⁻¹) = 960.82
- total charge = +4
- LUMO level (eV) = -13.41
- multiplicity = 1

Cartesian coordinates (Å):
W: -0.074 -0.957 -0.357
C: 5.033 -0.650 1.149
C: 3.874 -0.042 1.872
C: 4.001 0.861 2.910
C: 2.875 1.418 3.548
N: 1.649 1.045 3.191
N: 1.527 0.175 2.215
B: 0.124 -0.412 1.908
N: -0.956 0.574 2.402
N: -1.301 0.527 3.673
C: -2.123 1.469 4.125
C: -2.546 2.509 3.273
C: -2.177 2.555 1.943
C: -2.629 3.621 0.996
C: -1.367 1.490 1.539
S: -0.918 1.172 -0.141
C: -2.534 1.358 5.582
C: -3.715 2.277 5.901
C: -1.318 1.764 6.433
C: -2.919 -0.097 5.884
N: -0.039 -1.760 2.669
N: 0.645 -1.878 3.791
C: 0.428 -2.943 4.552
C: -0.537 -3.897 4.173
C: -1.238 -3.787 2.989
C: -2.245 -4.795 2.534
C: -0.918 -2.655 2.228
S: -1.650 -2.362 0.638
C: 1.227 -3.025 5.839
C: 0.560 -2.059 6.834
C: 1.219 -4.445 6.410
C: 2.673 -2.583 5.576
C: 2.550 -0.340 1.543
S: 2.079 -1.423 0.231
C: 2.976 2.403 4.695
C: 1.849 3.437 4.595
C: 2.823 1.578 5.987
C: 4.331 3.118 4.697
H: 5.972 -0.240 1.512
H: 4.965 -0.461 0.075
H: 5.056 -1.732 1.299
H: 4.990 1.163 3.229
H: -3.196 3.280 3.667
H: -3.215 4.374 1.517
H: -3.250 3.198 0.204
H: -1.776 4.117 0.530
H: -3.456 3.334 5.813
H: -4.018 2.115 6.934
H: -4.582 2.067 5.272
H: -1.036 2.804 6.257
H: -0.461 1.123 6.220
H: -1.571 1.663 7.488
H: -3.773 -0.415 5.281
H: -3.206 -0.178 6.932
H: -2.084 -0.776 5.707
H: -0.718 -4.750 4.815
H: -2.370 -5.575 3.280
H: -1.930 -5.266 1.600
H: -3.216 -4.327 2.364
H: -0.470 -2.350 7.048
H: 0.565 -1.037 6.449
H: 1.113 -2.076 7.774
H: 0.228 -4.754 6.747
H: 1.868 -4.477 7.284
H: 1.599 -5.178 5.695
H: 2.719 -1.552 5.224
H: 3.162 -3.234 4.848
H: 3.236 -2.648 6.506
H: 0.867 2.966 4.639
H: 1.925 4.020 3.675
H: 1.930 4.129 5.432
H: 1.863 1.059 6.011
H: 2.875 2.247 6.846
H: 3.623 0.842 6.090
H: 4.529 3.627 3.751
H: 5.160 2.445 4.922
H: 4.327 3.876 5.479
C: 0.068 1.199 -5.158
C: -0.478 1.314 -3.722
C: -0.015 2.656 -3.144
C: -2.005 1.216 -3.718
P: 0.331 -0.092 -2.783
C: 2.107 0.037 -3.011
C: 2.815 0.943 -2.213
C: 4.162 1.160 -2.444
C: 4.815 0.469 -3.461
C: 4.119 -0.434 -4.252
C: 2.764 -0.647 -4.037
C: -0.343 -1.790 -3.165
C: 0.581 -2.782 -2.421
C: -1.736 -1.799 -2.500
C: -0.496 -2.229 -4.623
H: -0.435 1.969 -5.748
H: -0.144 0.243 -5.634
H: 1.137 1.395 -5.207
H: -0.386 3.434 -3.814
H: 1.070 2.748 -3.123
H: -0.420 2.862 -2.156
H: -2.394 2.122 -4.186
H: -2.430 1.165 -2.714
H: -2.368 0.380 -4.314
H: 2.310 1.498 -1.428
H: 4.704 1.884 -1.849
H: 5.866 0.645 -3.645
H: 4.624 -0.962 -5.050
H: 2.234 -1.330 -4.686
H: 0.470 -2.837 -1.301
H: 1.639 -2.646 -2.635
H: 0.293 -3.806 -2.679
H: -1.863 -1.133 -1.593
H: -2.046 -2.806 -2.220
H: -2.494 -1.363 -3.149
H: 0.455 -2.291 -5.148
H: -1.158 -1.566 -5.177
H: -0.944 -3.226 -4.639

=====

A molecular structure, C37H32N7O2P2RuSSe2 at a distorted geometry. Source: the OMol25 dataset; level of theory: ωB97M-V/def2-TZVPD.

Summary:
- calculated total energy (hartree) = -7941.343880
- HOMO (alpha / beta) (eV) = -6.767 / -7.462
- molar mass (g mol⁻¹) = 959.71
- total charge = 0
- LUMO level (alpha / beta) (eV) = -0.59 / -1.76
- multiplicity = 6
- <S²> = 8.762

Cartesian coordinates (Å):
Ru: 2.403 1.224 0.530
Se: -2.898 3.407 -3.647
P: -2.749 1.747 -2.369
C: -4.059 2.003 -1.223
C: -5.342 1.939 -1.703
C: -6.455 2.101 -0.872
C: -6.267 2.242 0.497
C: -4.951 2.336 0.958
C: -3.847 2.241 0.148
C: -3.066 0.292 -3.306
C: -3.891 -0.759 -2.833
C: -4.285 -1.771 -3.764
C: -3.902 -1.671 -5.117
C: -3.022 -0.681 -5.550
C: -2.598 0.311 -4.647
C: -1.167 1.785 -1.635
C: -0.346 0.873 -0.939
N: 0.760 1.613 -0.665
N: 0.602 2.952 -1.101
N: -0.577 3.061 -1.507
P: -0.368 -0.896 -0.566
Se: 1.450 -1.167 0.573
C: -1.652 -1.407 0.645
C: -1.498 -1.145 2.080
C: -2.397 -1.712 2.989
C: -3.423 -2.583 2.539
C: -3.598 -2.788 1.174
C: -2.708 -2.249 0.210
C: -0.205 -2.001 -1.971
C: -0.196 -3.389 -1.733
C: 0.135 -4.171 -2.846
C: 0.445 -3.689 -4.111
C: 0.515 -2.283 -4.280
C: 0.208 -1.425 -3.209
H: -5.560 1.678 -2.772
H: -7.430 2.035 -1.365
H: -7.088 2.287 1.216
H: -4.790 2.516 2.022
H: -2.854 2.202 0.619
H: -4.325 -0.735 -1.829
H: -4.959 -2.547 -3.460
H: -4.170 -2.386 -5.880
H: -2.783 -0.573 -6.626
H: -1.920 1.132 -4.925
H: -0.736 -0.453 2.383
H: -2.305 -1.393 4.063
H: -4.060 -2.958 3.323
H: -4.413 -3.395 0.843
H: -2.842 -2.560 -0.825
H: -0.350 -3.787 -0.683
H: 0.119 -5.264 -2.696
H: 0.666 -4.396 -4.904
H: 0.762 -1.788 -5.191
H: 0.298 -0.356 -3.355
N: 3.136 -1.763 7.110
C: 3.607 -1.383 5.870
C: 3.463 -2.216 4.663
C: 4.153 -1.819 3.544
C: 4.879 -0.606 3.492
C: 4.801 0.316 4.526
C: 4.168 -0.109 5.706
S: 5.811 -0.030 2.099
O: 6.950 0.658 2.638
O: 5.987 -1.236 1.298
N: 4.721 0.988 1.454
C: 4.972 2.040 0.672
N: 6.085 2.769 0.599
C: 6.142 3.705 -0.332
C: 5.140 3.932 -1.295
C: 4.058 3.098 -1.259
N: 3.912 2.263 -0.189
H: 2.729 -2.724 7.188
H: 3.771 -1.603 7.896
H: 2.849 -3.149 4.594
H: 4.204 -2.452 2.665
H: 5.222 1.314 4.374
H: 4.120 0.625 6.498
H: 7.045 4.312 -0.308
H: 5.168 4.657 -2.082
H: 3.198 3.121 -1.931
C: 1.900 2.684 1.742
H: 2.536 2.772 2.666
H: 0.880 2.574 2.171
H: 2.083 3.665 1.220

=====

A single C5H10O2 molecule at a distorted geometry. Source: the OMol25 dataset; level of theory: ωB97M-V/def2-TZVPD.

Summary:
- calculated total energy (hartree) = -346.793625
- HOMO (alpha / beta) (eV) = -6.987 / -8.284
- relative energy (zero: lowest compared OMol25 entry of this formula, charge and spin) (eV) = 6.308
- molar mass (g mol⁻¹) = 102.13
- total charge = 0
- LUMO level (alpha / beta) (eV) = -0.54 / 0.92
- multiplicity = 1

Cartesian coordinates (Å):
C: 0.320 0.752 -1.047
C: 0.668 -1.206 0.050
C: -0.799 0.422 -1.963
C: -0.091 0.190 0.995
C: 0.591 0.376 2.199
O: 0.120 1.336 0.143
O: -1.424 -0.250 0.954
H: -1.874 0.220 1.668
H: 1.290 0.973 -1.496
H: -1.062 1.324 -2.535
H: 1.750 -1.095 -0.005
H: 0.257 -1.648 -0.859
H: 0.433 -1.909 0.849
H: -1.677 0.085 -1.419
H: -0.489 -0.337 -2.687
H: 0.763 -0.476 2.841
H: 1.223 1.242 2.313

=====

- The lowest calculated total energy belongs to which entry?
  C35H60N5O4PS2Se2Si2Ti

=====

- Among the records above, which one has the lowest total charge?
  C35H60N5O4PS2Se2Si2Ti

=====

- Which value of total charge does entry 6 give?
  0